Molecular formula: C30H33O4Si
Method: DFT, ωB97M-V/def2-TZVPD

Charge: +1
E_HOMO, eV: -10.14

```
68
C30H33O4Si | OMol25 | ωB97M-V/def2-TZVPD
C 0.814 1.561 3.141
Si 2.290 0.687 2.426
C 3.587 1.916 1.915
C 2.931 -0.703 3.480
O 1.665 -0.094 0.984
C 2.153 -0.711 -0.061
C 3.049 -0.323 -1.073
C 3.461 -1.515 -1.687
C 2.745 -2.560 -1.142
O 1.907 -2.028 -0.174
H 1.077 2.034 4.099
H 0.465 2.351 2.462
H -0.021 0.872 3.321
H 4.029 2.364 2.818
H 4.395 1.458 1.331
H 3.140 2.725 1.320
H 3.342 -0.312 4.423
H 2.129 -1.412 3.728
H 3.728 -1.258 2.968
H 3.423 0.683 -1.219
H 4.189 -1.600 -2.489
H 3.002 -3.604 -1.093
C -6.328 -2.186 -1.057
O -5.696 -3.455 -1.354
C -4.436 -3.439 -1.864
C -3.788 -4.692 -1.999
C -2.469 -4.748 -2.398
C -1.786 -3.573 -2.789
C -0.388 -3.594 -3.197
C 0.518 -4.450 -2.536
C 1.876 -4.546 -2.794
C 2.717 -5.646 -2.334
C 4.013 -5.810 -2.888
C 4.891 -6.762 -2.380
C 4.493 -7.590 -1.319
C 3.196 -7.482 -0.800
C 2.306 -6.529 -1.306
C 0.003 -2.729 -4.307
C -0.839 -2.555 -5.440
C -0.450 -1.786 -6.507
C 0.792 -1.105 -6.471
O 1.085 -0.331 -7.549
C 2.301 0.457 -7.526
C 1.632 -1.234 -5.337
C 1.202 -2.005 -4.268
C -2.481 -2.344 -2.752
C -3.763 -2.250 -2.242
H -7.320 -2.468 -0.703
H -5.780 -1.648 -0.269
H -6.408 -1.556 -1.954
H -4.348 -5.591 -1.747
H -1.954 -5.706 -2.457
H 0.091 -5.085 -1.754
H 2.322 -3.946 -3.590
H 4.302 -5.176 -3.731
H 5.888 -6.860 -2.810
H 5.193 -8.309 -0.897
H 2.870 -8.142 0.005
H 1.290 -6.462 -0.913
H -1.809 -3.055 -5.472
H -1.075 -1.661 -7.391
H 2.291 0.967 -8.490
H 2.285 1.191 -6.705
H 3.191 -0.184 -7.441
H 2.599 -0.724 -5.294
H 1.784 -2.027 -3.346
H -1.982 -1.432 -3.080
H -4.242 -1.276 -2.134
```

Molecular formula: C30H34AuIN4OSi
Method: DFT, ωB97M-V/def2-TZVPD

<S²>: 2.012
Charge: -2
E_HOMO (spin up / spin down), eV: 2.34 / 1.12
Multiplicity: 3

```
72
C30H34AuIN4OSi | OMol25 | ωB97M-V/def2-TZVPD
C -2.605 1.758 -4.669
I -1.727 0.019 -3.546
H -2.384 1.524 -5.716
H -2.095 2.673 -4.354
H -3.669 1.679 -4.458
C -4.090 -1.899 0.393
C -3.733 -2.720 -0.603
N -2.618 -2.160 -1.203
C -2.292 -0.979 -0.638
N -3.209 -0.819 0.349
H -4.857 -1.990 1.148
H -4.128 -3.671 -0.914
C 2.348 3.265 -1.797
C 0.780 1.635 -1.681
N 1.141 2.865 -1.226
H 3.531 2.237 -3.351
N 1.698 1.355 -2.631
H 2.856 4.168 -1.512
Au -0.733 0.317 -1.140
C -2.538 2.635 -2.076
O -3.121 3.605 -2.174
C 2.687 2.325 -2.688
C 1.771 0.162 -3.448
H 1.948 -0.724 -2.833
H 2.643 0.299 -4.100
H 0.842 0.030 -4.028
C 0.521 3.655 -0.179
H 0.809 4.707 -0.328
H 0.880 3.342 0.813
H -0.568 3.573 -0.215
C -3.215 0.192 1.387
H -4.200 0.179 1.870
H -3.017 1.189 0.977
H -2.456 -0.046 2.152
C -1.880 -2.893 -2.212
H -2.065 -2.486 -3.217
H -2.251 -3.921 -2.157
H -0.803 -2.892 -2.012
C -1.214 -4.110 2.939
C -0.845 -4.154 1.589
C -0.375 -3.002 0.963
C -0.242 -1.807 1.679
C -0.616 -1.765 3.035
C -1.104 -2.916 3.663
Si 0.466 -0.263 0.842
C 0.585 0.993 2.236
C -0.406 1.957 2.482
C -0.326 2.778 3.618
C 0.764 2.662 4.488
C 1.754 1.701 4.263
C 1.655 0.859 3.148
C 2.219 -0.605 0.252
C 3.217 0.360 0.452
C 4.486 0.188 -0.121
C 4.738 -0.931 -0.924
C 3.760 -1.910 -1.098
C 2.501 -1.754 -0.510
H -1.609 -5.001 3.424
H -0.902 -5.084 1.019
H -0.055 -3.044 -0.083
H -0.462 -0.844 3.615
H -1.378 -2.862 4.724
H -1.244 2.068 1.786
H -1.122 3.501 3.813
H 0.843 3.328 5.349
H 2.605 1.586 4.945
H 2.417 0.090 2.983
H 3.018 1.233 1.086
H 5.259 0.930 0.084
H 5.700 -1.028 -1.429
H 3.966 -2.807 -1.687
H 1.746 -2.533 -0.606
```

Molecular formula: C30H34BeCl9F5LiN2O10
Method: DFT, ωB97M-V/def2-TZVPD

Charge: +1
E_HOMO, eV: -8.83

```
92
C30H34BeCl9F5LiN2O10 | OMol25 | ωB97M-V/def2-TZVPD
O 2.135 -6.668 -3.853
C 1.704 -5.574 -3.629
C 2.548 -4.394 -3.265
C 3.743 -4.134 -3.916
C 4.456 -2.995 -3.566
C 3.970 -2.144 -2.581
C 2.784 -2.409 -1.919
C 2.066 -3.542 -2.266
C 0.762 -3.896 -1.653
O 0.516 -3.808 -0.471
C -0.234 -4.418 -2.645
C -1.548 -4.038 -2.571
C -2.432 -4.513 -3.540
C -3.848 -4.021 -3.407
F -4.747 -4.831 -3.938
F -4.093 -3.867 -2.057
C -3.994 -2.571 -4.049
F -5.102 -2.493 -4.766
F -4.107 -1.651 -3.075
F -2.943 -2.277 -4.790
C -1.984 -5.350 -4.541
C -0.644 -5.740 -4.612
C 0.231 -5.264 -3.649
H 4.057 -4.830 -4.682
H 5.394 -2.799 -4.066
H 4.572 -1.257 -2.352
H 2.392 -1.741 -1.167
H -1.895 -3.382 -1.789
H -2.650 -5.720 -5.310
H -0.299 -6.386 -5.404
C -2.484 0.131 -1.023
C -3.764 0.957 -1.098
C -3.584 2.265 -1.865
C -2.576 3.240 -1.251
C -2.872 3.654 0.190
C -4.194 4.400 0.348
H -1.696 0.658 -0.483
H -2.659 -0.815 -0.494
H -2.114 -0.110 -2.022
H -4.134 1.153 -0.088
H -4.537 0.368 -1.598
H -4.556 2.752 -1.959
H -3.264 2.036 -2.886
H -2.539 4.135 -1.878
H -1.573 2.803 -1.294
H -2.063 4.304 0.532
H -2.861 2.780 0.850
H -4.211 5.297 -0.272
H -4.340 4.706 1.384
H -5.046 3.778 0.069
C 4.058 1.530 -0.280
O 4.032 0.658 -1.201
N 3.027 1.824 0.462
C 3.108 2.850 1.493
C 1.763 1.122 0.260
H 4.959 2.103 -0.059
H 2.882 2.405 2.462
H 2.383 3.630 1.273
H 4.103 3.287 1.522
H 1.914 0.054 0.418
H 1.414 1.278 -0.759
H 1.024 1.497 0.962
Li -3.613 -2.928 -0.111
O -0.932 -3.982 2.402
H -0.335 -3.720 1.674
H -1.636 -4.473 1.933
C 2.831 6.525 -0.048
Cl 2.262 6.128 1.580
Cl 2.887 8.265 -0.228
Cl 4.446 5.848 -0.287
Cl 1.719 5.818 -1.243
N 5.228 8.076 2.298
O 6.034 8.012 1.362
O 4.488 9.057 2.411
O 5.154 7.143 3.108
Be -2.770 -3.343 2.233
C 0.546 2.095 6.766
C 0.650 1.436 5.406
O 1.519 2.324 4.700
C 2.264 3.002 5.623
O 3.189 3.687 5.351
O 1.796 2.777 6.872
H 0.427 1.381 7.576
H -0.261 2.827 6.816
H 1.116 0.449 5.454
H -0.310 1.351 4.901
Cl 5.759 -0.532 -0.788
C -2.804 -4.205 6.506
Cl -2.652 -3.934 4.723
Cl -4.312 -5.045 6.826
Cl -1.442 -5.175 7.035
Cl -2.793 -2.645 7.314
```

Molecular formula: C30H34BrFN2O2S4V
Method: DFT, ωB97M-V/def2-TZVPD

<S²>: 0.775
Energy above the lowest of the compared OMol25 structures with the same formula, charge and spin, kcal/mol: 6.84
Charge: +2
E_HOMO (spin up / spin down), eV: -13.11 / -13.13
Multiplicity: 2

```
75
C30H34BrFN2O2S4V | OMol25 | ωB97M-V/def2-TZVPD
V -0.337 1.238 -0.105
C -2.441 -1.117 2.715
C -2.426 -2.341 1.806
S -1.995 -2.046 0.078
C -3.523 -1.442 -0.661
C -4.038 -0.103 -0.164
S -2.926 1.332 -0.400
C -3.504 2.382 0.965
C -2.555 3.548 1.180
S -0.811 3.121 1.425
C -0.657 2.562 3.144
C -1.408 1.308 3.535
S -1.025 -0.031 2.378
H -2.367 -1.444 3.753
H -3.363 -0.543 2.624
H -3.381 -2.864 1.871
H -1.666 -3.041 2.155
H -4.317 -2.176 -0.509
H -3.331 -1.413 -1.734
H -4.288 -0.147 0.893
H -4.950 0.148 -0.707
H -3.600 1.766 1.857
H -4.492 2.767 0.707
H -2.874 4.146 2.034
H -2.548 4.205 0.309
H -0.937 3.402 3.781
H 0.421 2.423 3.253
H -2.484 1.480 3.550
H -1.111 1.020 4.545
O 3.310 -1.025 3.384
C 3.940 0.054 2.834
C 5.144 0.547 3.323
C 5.743 1.628 2.700
C 5.156 2.218 1.587
C 3.959 1.724 1.105
C 3.333 0.653 1.732
C 2.040 0.095 1.223
O 1.209 1.149 0.726
N 2.206 -0.750 0.066
N 1.083 -0.864 -0.669
C 0.977 -1.787 -1.544
C -0.098 -1.720 -2.502
Br -0.773 0.066 -2.638
C -0.529 -2.661 -3.350
C -0.103 -4.058 -3.313
C 0.064 -4.745 -4.520
C 0.493 -6.060 -4.516
C 0.731 -6.713 -3.313
C 0.529 -6.052 -2.110
C 0.112 -4.731 -2.105
H 3.814 -1.353 4.136
H 5.612 0.079 4.181
H 6.680 2.008 3.081
H 5.640 3.051 1.097
H 3.505 2.161 0.224
H 1.461 -0.372 2.021
H 2.789 -1.573 0.177
H 1.707 -2.583 -1.664
H -1.219 -2.380 -4.139
H -0.127 -4.241 -5.459
H 0.635 -6.581 -5.453
H 1.053 -7.745 -3.315
H 0.680 -6.575 -1.175
H -0.101 -4.237 -1.167
F 0.779 5.987 -3.718
C 0.473 4.964 -2.931
C -0.660 4.216 -3.213
C -0.972 3.148 -2.392
C -0.166 2.822 -1.296
C 0.951 3.626 -1.023
C 1.288 4.685 -1.846
H -1.276 4.477 -4.062
H -1.871 2.590 -2.621
H 1.576 3.417 -0.165
H 2.157 5.299 -1.656
```

Molecular formula: C30H34CaCl2NO6Te
Method: DFT, ωB97M-V/def2-TZVPD

<S²>: 0.760
Energy above the lowest of the compared OMol25 structures with the same formula, charge and spin, kcal/mol: 51.81
E_HOMO (spin up / spin down), eV: -7.20 / -7.98
Multiplicity: 2

```
75
C30H34CaCl2NO6Te | OMol25 | ωB97M-V/def2-TZVPD
Ca 0.958 3.627 -0.270
O 3.360 3.750 2.881
C 2.463 3.185 2.069
O 2.648 3.152 0.850
C 1.675 2.090 2.778
O 0.411 1.865 2.222
C -0.500 2.919 2.481
C 0.029 4.153 1.764
O 1.156 4.591 2.131
O -0.566 4.572 0.771
H 3.853 4.418 2.381
H 1.610 2.328 3.847
H 2.246 1.164 2.634
H -0.582 3.108 3.561
H -1.457 2.614 2.051
Cl 3.420 3.561 -2.120
C 2.881 5.182 -2.543
Cl 2.260 5.978 -1.101
H 2.055 5.084 -3.248
H 3.732 5.745 -2.932
C -5.027 -0.591 2.820
C -3.705 -0.521 2.113
C -3.623 -0.128 0.788
C -2.410 -0.069 0.113
C -2.444 0.328 -1.329
C -1.233 -0.398 0.784
Te 0.678 -0.226 -0.139
N 0.245 1.754 -1.001
C 0.177 2.306 -2.158
O 0.389 3.565 -2.261
C -0.191 1.578 -3.406
C 0.215 0.275 -3.655
C -0.193 -0.376 -4.805
C -1.010 0.271 -5.717
C -1.407 1.577 -5.482
C -1.002 2.226 -4.331
C 1.027 -2.470 0.126
C 2.225 -2.883 0.718
C 3.306 -1.908 1.103
C 2.441 -4.231 0.985
C 1.503 -5.192 0.649
C 1.731 -6.643 0.947
C 0.350 -4.782 -0.005
C 0.114 -3.442 -0.283
C -1.124 -3.065 -1.040
C -1.296 -0.805 2.121
C -0.084 -1.233 2.889
C -2.526 -0.859 2.762
H -5.845 -0.380 2.134
H -5.063 0.135 3.633
H -5.177 -1.581 3.251
H -4.527 0.128 0.253
H -3.355 -0.038 -1.802
H -1.581 -0.073 -1.859
H -2.422 1.415 -1.422
H 0.856 -0.229 -2.939
H 0.131 -1.389 -4.986
H -1.326 -0.243 -6.613
H -2.033 2.089 -6.198
H -1.315 3.239 -4.125
H 3.301 -1.035 0.450
H 4.286 -2.383 1.035
H 3.168 -1.575 2.134
H 3.363 -4.531 1.468
H 2.609 -6.775 1.575
H 1.880 -7.198 0.022
H 0.866 -7.070 1.454
H -0.378 -5.523 -0.309
H -1.457 -3.886 -1.672
H -0.928 -2.195 -1.668
H -1.933 -2.811 -0.354
H 0.815 -0.813 2.438
H 0.003 -2.320 2.868
H -0.157 -0.914 3.927
H -2.563 -1.185 3.793
```

Molecular formula: C30H34FMnN5O3P2S2
Method: DFT, ωB97M-V/def2-TZVPD

<S²>: 3.927
Energy above the lowest of the compared OMol25 structures with the same formula, charge and spin, kcal/mol: 15.24
Charge: +2
E_HOMO (spin up / spin down), eV: -12.09 / -12.31
Multiplicity: 4

```
78
C30H34FMnN5O3P2S2 | OMol25 | ωB97M-V/def2-TZVPD
Mn 0.055 0.836 -2.714
S 2.128 0.630 -3.734
C 2.534 2.246 -4.198
C 3.646 2.379 -5.056
N 4.547 2.430 -5.760
C 1.800 3.322 -3.759
S 0.445 3.099 -2.713
C 2.134 4.644 -4.117
N 2.378 5.725 -4.406
C 0.807 -2.322 -4.269
P -0.257 -1.405 -3.108
C -0.256 -2.546 -1.684
C -1.872 -1.527 -3.928
C -2.666 -2.667 -3.887
C -3.807 -2.730 -4.669
C -4.154 -1.664 -5.485
C -3.384 -0.512 -5.504
C -2.238 -0.436 -4.723
P -1.205 1.068 -4.636
C -0.479 1.286 -6.295
C -2.398 2.437 -4.560
H 0.338 -3.286 -4.464
H 1.781 -2.467 -3.804
H 0.931 -1.780 -5.206
H -0.413 -3.568 -2.033
H -1.026 -2.265 -0.966
H 0.726 -2.482 -1.211
H -2.397 -3.500 -3.251
H -4.427 -3.613 -4.638
H -5.039 -1.730 -6.097
H -3.679 0.316 -6.131
H -1.222 1.034 -7.052
H 0.410 0.672 -6.428
H -0.206 2.337 -6.398
H -2.894 2.537 -5.525
H -1.866 3.364 -4.336
H -3.124 2.249 -3.769
C -0.053 3.457 4.335
C -1.218 2.629 3.804
N -0.851 1.878 2.612
C -1.429 2.167 1.439
C -1.062 1.610 0.243
C -1.967 1.824 -0.955
O -2.960 2.509 -0.861
O -1.638 1.161 -2.013
C 0.103 0.784 0.170
O 0.678 0.437 -0.895
C 0.586 0.324 1.464
C 1.533 -0.703 1.523
C 1.888 -1.249 2.726
F 2.802 -2.239 2.746
C 1.322 -0.813 3.939
C 0.449 0.265 3.883
C 0.067 0.850 2.669
N 1.549 -1.463 5.158
C 2.167 -0.758 6.258
C 1.661 -1.331 7.581
N 1.960 -2.786 7.627
C 1.348 -3.480 6.463
C 1.884 -2.871 5.171
H -0.375 3.993 5.223
H 0.260 4.190 3.596
H 0.805 2.839 4.589
H -2.037 3.300 3.541
H -1.587 1.938 4.566
H -2.242 2.882 1.437
H 1.989 -1.064 0.614
H 0.011 0.608 4.805
H 1.927 0.304 6.206
H 3.264 -0.856 6.218
H 0.579 -1.207 7.652
H 2.143 -0.827 8.419
H 1.608 -3.188 8.503
H 2.980 -2.920 7.600
H 0.267 -3.339 6.517
H 1.575 -4.545 6.509
H 1.398 -3.373 4.335
H 2.965 -3.053 5.095
```

Q: Number 6 is which compound?
A: C30H34FMnN5O3P2S2

Q: Which formula does entry 5 have?
A: C30H34CaCl2NO6Te